82
Properties=species:S:1:pos:R:3:lowdin_spin:R:1 method="wB97M-V/def2-TZVPD" total_charge=+1 spin_multiplicity=3 energy_ha=-2151.67419 orbital_gap_ev="6.821 / 7.824" lumo_ev="-3.8 / -3.8" homo_ha="-0.3909 / -0.4278"
C 5.1710 -2.2534 0.7548 0.00
O 4.0335 -1.4899 0.2371 0.00
B 2.8972 -2.0708 0.5644 0.00
O 2.5720 -3.3109 0.1435 0.00
S 1.6034 -1.3194 1.7229 0.00
C 1.9225 0.4124 2.1993 0.00
C 2.8516 1.1914 1.3298 0.00
C 2.1961 2.1113 0.3436 0.00
N 4.0852 1.0976 1.4920 0.00
P -0.2368 -1.2346 0.4707 0.00
N -1.2461 -2.1858 1.1499 0.00
H 4.8562 -2.9250 1.5423 0.00
H 5.6107 -2.8410 -0.0316 0.00
H 5.8910 -1.5636 1.1550 0.00
H 1.8209 -3.3440 -0.4694 0.00
H 0.9633 0.9084 2.1750 0.00
H 2.2334 0.4254 3.2272 0.00
H 1.2490 1.7446 -0.0250 0.00
H 2.8684 2.3718 -0.4530 0.00
H 1.9787 3.0266 0.8788 0.00
H 4.5625 1.7074 0.8330 0.00
H -0.6833 0.0983 0.3874 0.00
H 0.0728 -1.7546 -0.7969 0.00
H -2.0912 -1.7026 1.4374 0.00
C -4.3007 4.5356 3.9332 0.00
C -3.2857 3.4236 3.6096 0.03
C -3.3923 2.2829 4.6226 0.02
C -2.7923 2.6192 5.9840 0.00
C -1.3435 3.0682 5.8181 0.02
C -1.1890 4.2378 4.8464 0.03
N -1.8933 3.9742 3.5496 0.38
O -1.1612 3.2363 2.7919 0.52
C -1.7096 5.5274 5.5134 0.00
C 0.2924 4.4890 4.5900 0.00
C -3.7119 2.8992 2.2440 0.00
H -5.2760 4.0968 4.1420 0.00
H -4.0444 5.1412 4.7961 0.00
H -4.4123 5.2110 3.0852 0.00
H -2.8816 1.3971 4.2273 0.00
H -4.4394 2.0011 4.7379 0.00
H -3.3854 3.3906 6.4808 0.00
H -2.8305 1.7400 6.6290 0.00
H -0.9271 3.3535 6.7854 0.00
H -0.7496 2.2180 5.4634 0.00
H -1.8404 6.3231 4.7798 0.00
H -0.9926 5.8776 6.2542 0.00
H -2.6444 5.3912 6.0516 0.00
H 0.8045 3.6019 4.2196 0.00
H 0.7754 4.7756 5.5218 0.00
H 0.4358 5.2964 3.8710 0.00
H -3.5777 3.6541 1.4689 0.00
H -4.7689 2.6385 2.2791 0.00
H -3.1639 2.0040 1.9534 0.00
C 1.4592 -1.4653 -5.8239 0.00
C 1.1637 -2.3544 -4.6017 0.03
C 2.1187 -3.5485 -4.5643 0.02
C 1.7783 -4.6241 -5.5922 0.00
C 0.3279 -5.0730 -5.4140 0.02
C -0.6688 -3.9157 -5.4825 0.03
N -0.2615 -2.7925 -4.5819 0.38
O -0.6210 -3.0381 -3.3671 0.52
C -0.7994 -3.4386 -6.9438 0.00
C -2.0549 -4.4157 -5.0944 0.00
C 1.4362 -1.4704 -3.4010 0.00
H 2.5326 -1.2946 -5.9087 0.00
H 1.1384 -1.8873 -6.7697 0.00
H 0.9727 -0.4948 -5.7209 0.00
H 2.0944 -4.0052 -3.5679 0.00
H 3.1418 -3.1986 -4.7120 0.00
H 1.9529 -4.2520 -6.6048 0.00
H 2.4431 -5.4787 -5.4604 0.00
H 0.0677 -5.8097 -6.1749 0.00
H 0.2329 -5.5787 -4.4478 0.00
H -1.3034 -2.4732 -6.9982 0.00
H -1.3925 -4.1513 -7.5136 0.00
H 0.1526 -3.3660 -7.4657 0.00
H -2.0659 -4.8833 -4.1122 0.00
H -2.3805 -5.1640 -5.8138 0.00
H -2.7814 -3.6024 -5.0979 0.00
H 0.7164 -0.6510 -3.3412 0.00
H 2.4328 -1.0341 -3.4680 0.00
H 1.3909 -2.0435 -2.4729 0.00

---

95
Properties=species:S:1:pos:R:3:mulliken_charge:R:1 method="wB97M-V/def2-TZVPD" energy_ha=-4217.91230 relative_energy_kcal_mol=0.00 orbital_gap_ev=5.461 lumo_ev=0.1 homo_ha=-0.1976
Ba 0.7047 0.8368 0.9633 0.81
O 0.2682 3.3250 2.0974 -0.77
C 1.5672 3.8850 1.9623 -0.36
C 2.8086 3.0639 2.5061 -0.45
O 2.9631 1.6877 2.2687 -0.83
H 1.5511 4.8897 2.4147 0.34
H 1.7345 4.0767 0.8791 -0.13
H 2.7244 3.1146 3.6109 0.31
H 3.7291 3.6297 2.2524 0.23
O 2.6111 -1.0495 0.3174 -0.22
S 3.5471 -2.1351 0.2459 0.90
O 4.9300 -1.8735 0.5141 -0.71
O 3.0103 -3.2307 1.3115 -0.02
C 3.7329 -4.4568 1.3992 -0.29
C 3.0083 -5.3565 2.3992 -1.17
C 3.3673 -3.0244 -1.3169 -1.07
H 4.7586 -4.2699 1.7242 0.32
H 3.7813 -4.9826 0.4429 0.34
H 1.9494 -5.2778 2.1543 0.20
H 3.1652 -5.0555 3.4341 0.32
H 3.3791 -6.3764 2.3171 0.40
H 4.2585 -3.6433 -1.3673 0.52
H 3.2503 -2.2875 -2.1028 0.31
H 2.4695 -3.6330 -1.2338 0.27
O 2.1348 2.0040 -1.0115 -0.04
S 3.3294 1.9036 -1.8131 1.09
O 3.3972 1.0006 -2.9205 -0.74
O 3.6624 3.3743 -2.3899 -0.37
C 3.3622 4.4839 -1.5097 0.42
C 4.1976 5.6517 -1.9875 -1.59
C 4.7350 1.6159 -0.7324 -0.73
H 3.5687 4.1801 -0.4823 0.04
H 2.3159 4.7871 -1.5706 0.15
H 3.8998 5.9408 -2.9955 0.33
H 5.2684 5.4598 -1.9525 0.35
H 3.9815 6.5163 -1.3550 0.41
H 5.4783 1.0679 -1.3007 0.36
H 4.3620 0.9964 0.0879 0.10
H 5.0308 2.5872 -0.3528 0.39
O -0.2895 -3.7474 -0.3285 -0.70
S -0.9375 -2.8940 0.6261 1.01
O -0.7871 -1.4573 0.6244 0.28
O -2.4916 -3.2205 0.5861 -0.39
C -3.3625 -2.3497 1.3420 0.73
C -4.5850 -3.1467 1.7636 -1.54
C -0.4806 -3.4654 2.2423 -0.82
H -3.6355 -1.5365 0.6656 -0.15
H -2.8875 -1.8539 2.1914 0.08
H -4.3620 -3.9667 2.4398 0.38
H -5.0961 -3.4694 0.8571 0.37
H -5.2613 -2.4641 2.2828 0.40
H 0.5975 -3.3458 2.3683 0.13
H -0.7076 -4.5102 2.4455 0.44
H -0.9353 -2.8634 3.0309 0.25
O -2.4038 0.0795 5.0218 -0.67
S -2.1945 0.9111 3.8784 1.06
O -1.3305 0.4419 2.8166 -0.27
O -3.6511 1.2252 3.2403 -0.44
C -3.6726 1.9951 2.0349 0.34
C -4.8959 1.5517 1.2320 -1.22
C -1.6918 2.5714 4.3781 -0.83
H -2.7531 1.9439 1.4543 0.00
H -3.8228 3.0512 2.2798 0.36
H -4.9082 0.4590 1.2259 0.14
H -4.8586 1.8984 0.2016 0.30
H -5.8168 1.8710 1.7167 0.41
H -1.7069 3.1568 3.4586 0.17
H -0.6400 2.5056 4.6524 0.35
H -2.3641 2.8924 5.1644 0.38
O 0.4800 -0.5012 -1.6878 -0.11
S 0.1674 -1.3298 -2.8090 0.94
O 1.0013 -2.4433 -3.1829 -0.73
O -1.3356 -1.8818 -2.5522 -0.06
C -1.7630 -3.0248 -3.3455 -0.27
C -3.2620 -2.9161 -3.4589 -1.16
C -0.0874 -0.3205 -4.2572 -1.05
H -1.4415 -3.9018 -2.7822 0.17
H -1.2426 -3.0505 -4.3036 0.51
H -3.5897 -2.1342 -4.1462 0.30
H -3.7112 -2.7425 -2.4830 0.17
H -3.6511 -3.8422 -3.8905 0.43
H -0.8748 0.4010 -4.0514 0.19
H -0.3570 -0.9521 -5.1018 0.37
H 0.8586 0.1601 -4.5038 0.43
N -1.4492 1.6748 -0.6679 1.13
C -2.3722 0.8220 -1.1153 -0.11
C -3.2949 1.1124 -2.1144 -0.76
C -3.2081 2.3526 -2.7393 -0.59
C -2.2475 3.2410 -2.2809 -0.71
C -1.4303 2.8947 -1.2304 -1.01
H -2.4066 -0.1401 -0.6208 0.00
H -4.0787 0.4331 -2.4202 0.51
H -3.9164 2.5872 -3.5227 0.47
H -2.1573 4.2333 -2.7057 0.48
H -0.6919 3.5790 -0.8275 0.50

---

103
Properties=species:S:1:pos:R:3:mulliken_charge:R:1 method="wB97M-V/def2-TZVPD" total_charge=+3 energy_ha=-3541.37419 relative_energy_kcal_mol=16.02 orbital_gap_ev=6.855 lumo_ev=-9.6 homo_ha=-0.6036
N -1.5940 2.5072 -2.4232 -0.03
H -2.1759 3.3278 -2.2434 0.39
H -2.3291 1.7972 -2.4201 0.20
H -0.9409 2.1732 -1.6509 -0.21
H -1.0581 2.5973 -3.2827 0.32
N -1.5747 4.9077 0.1296 -0.09
H -1.7010 5.2744 1.0839 0.26
H -1.2316 3.8980 0.2123 -0.19
H -0.8589 5.4808 -0.3326 0.45
H -2.4459 4.8772 -0.3915 0.43
N 1.4333 1.2250 -3.4973 -0.22
H 0.9833 0.7682 -2.6495 -0.20
H 2.1875 0.6319 -3.8656 0.37
H 1.8016 2.1247 -3.1759 0.40
H 0.6593 1.2526 -4.1596 0.40
N -3.2603 1.4640 0.9156 -0.13
H -2.2297 1.7627 0.6827 -0.28
H -3.6518 2.1380 1.5956 0.40
H -3.2154 0.5518 1.3856 0.40
H -3.7147 1.3549 0.0177 0.35
N -3.0161 -0.9448 -3.1755 -0.24
H -3.4328 -1.8774 -2.9365 0.41
H -2.9172 -0.8332 -4.1850 0.40
H -2.0896 -0.7088 -2.6723 0.14
H -3.6716 -0.2867 -2.7486 0.46
O -0.6893 2.2408 0.3161 0.40
C 0.1873 1.1392 0.1791 -0.99
C -0.2153 -0.1281 -0.6264 -0.08
O -0.6070 -0.1441 -1.9859 -0.86
H 0.4529 0.7530 1.1731 0.47
H 1.1757 1.5118 -0.1612 -0.07
H -1.0044 -0.5908 -0.0014 -0.06
H 0.6274 -0.8257 -0.5081 0.41
C 1.3442 3.0757 4.0241 -1.41
C 0.0567 3.1430 3.2379 0.55
O -0.8596 3.9995 3.9482 -0.20
C -2.1141 3.9261 3.7057 0.29
O -2.6122 3.3670 2.7600 -0.61
C -3.0262 4.7144 4.6702 0.88
F -3.9093 3.8672 5.1660 -0.24
F -2.2964 5.2167 5.6386 -0.21
F -3.6187 5.7215 4.0590 -0.25
H 2.1047 2.3532 3.7227 0.33
H 1.1607 2.7025 5.0399 0.46
H 1.8069 4.0556 4.1251 0.15
H -0.4316 2.1710 3.1503 0.59
H 0.3362 3.5325 2.2546 -0.54
C -2.2539 -3.6954 0.2850 -1.25
C -1.3336 -4.0741 -0.8731 0.30
O -1.9545 -5.1076 -1.6496 -0.31
C -2.8789 -4.7943 -2.4962 0.42
O -3.3382 -3.7026 -2.6622 -0.78
C -3.5019 -6.0271 -3.1828 0.85
F -3.2924 -5.9430 -4.5028 -0.23
F -2.9195 -7.1498 -2.7484 -0.23
F -4.7975 -6.0570 -2.9183 -0.23
H -2.1523 -4.4578 1.0548 0.34
H -3.3054 -3.6672 -0.0122 0.47
H -2.1254 -2.6981 0.7090 0.15
H -0.3985 -4.4947 -0.5148 0.50
H -1.0896 -3.2074 -1.4987 -0.13
C 3.4492 3.6531 0.6769 -1.37
C 2.2848 4.6126 0.6353 0.66
O 2.2162 5.2586 1.8967 -0.20
C 1.3247 6.1860 2.1383 0.44
O 0.3674 6.4286 1.4423 -0.62
C 1.5564 6.8846 3.4945 0.85
F 0.3789 7.2335 4.0054 -0.21
F 2.1621 6.0661 4.3547 -0.26
F 2.3081 7.9777 3.2931 -0.22
H 4.3455 4.2439 0.8646 0.43
H 3.5463 3.0630 -0.2310 0.35
H 3.3741 2.9679 1.5231 0.23
H 1.3203 4.1261 0.4355 -0.56
H 2.4236 5.3385 -0.1714 0.44
C 1.8294 -2.9407 -3.5403 -0.96
C 0.6591 -3.7731 -4.0107 0.01
O 0.9381 -4.4985 -5.1899 -0.39
C 1.2112 -3.7873 -6.2685 0.33
O 0.9983 -2.6343 -6.3902 -0.52
C 1.6690 -4.7022 -7.4154 0.85
F 2.1957 -5.8497 -7.0129 -0.21
F 0.6155 -4.9453 -8.2104 -0.23
F 2.5816 -4.0211 -8.1349 -0.24
H 1.5353 -2.4558 -2.6076 0.13
H 2.0830 -2.2013 -4.2954 0.25
H 2.6975 -3.5905 -3.4201 0.40
H -0.1800 -3.0895 -4.2374 0.15
H 0.2335 -4.4148 -3.2429 0.38
C 4.4835 -5.0151 5.2404 -1.18
C 3.0219 -5.0423 4.8227 -0.21
O 2.7402 -3.9469 3.9298 -0.20
C 1.5101 -3.7062 3.5784 0.05
O 0.5487 -4.2888 3.9628 -0.52
C 1.4034 -2.6405 2.4660 1.18
F 0.6846 -3.1212 1.4554 -0.24
F 0.7197 -1.5849 2.9647 -0.28
F 2.5632 -2.2114 2.0355 -0.28
H 4.6985 -3.9801 5.5248 0.33
H 5.1596 -5.2700 4.4298 0.33
H 4.6151 -5.6326 6.1224 0.37
H 2.4089 -4.9165 5.7097 0.32
H 2.8350 -5.9694 4.2858 0.30

---

82
Properties=species:S:1:pos:R:3:mulliken_charge:R:1 method="wB97M-V/def2-TZVPD" total_charge=-1 energy_ha=-3442.39537 orbital_gap_ev=8.202 lumo_ev=2.6 homo_ha=-0.2054
C 3.7246 -2.4458 -0.6374 -0.98
C 4.1530 -1.4522 -1.7341 -0.55
N 3.1854 -1.4165 -2.8609 0.66
C 2.7995 -0.0183 -3.1259 -1.16
C 1.6612 0.1079 -4.1406 -0.76
Ga -0.1107 -0.5846 -3.4795 -0.12
C -0.2854 -2.6100 -3.3833 -0.67
C -1.6694 -3.0802 -2.8530 -0.05
C -1.6027 -3.4219 -1.3481 -1.11
O -2.6949 -2.1174 -3.0539 -0.61
O -0.6659 0.1680 -1.7958 -0.40
C -0.0764 -0.3875 -0.8300 0.65
N 0.5608 -0.6282 0.1221 -0.65
O -1.4126 0.0266 -4.7725 -0.35
N -1.6617 -0.9266 -5.6820 0.31
O -1.1269 -0.7171 -6.7308 -0.45
C 3.8374 -1.9951 -4.0035 0.25
C 3.2725 -3.3157 -4.5193 -1.07
O 4.8039 -1.5204 -4.5544 -0.56
H 4.5898 -2.5905 0.0207 0.41
H 3.4582 -3.4178 -1.0588 0.23
H 2.8877 -2.0468 -0.0622 0.11
H 4.2400 -0.4732 -1.2575 0.38
H 5.1627 -1.7299 -2.0536 0.41
H 3.6838 0.4984 -3.5492 0.43
H 2.5822 0.5168 -2.2004 0.45
H 1.9191 -0.3592 -5.0976 0.41
H 1.5454 1.1790 -4.3493 0.44
H -0.1836 -2.9596 -4.4184 0.58
H 0.5079 -3.0796 -2.7932 0.41
H -1.9386 -3.9846 -3.4092 0.37
H -2.4644 -4.0566 -1.1115 0.35
H -1.6928 -2.5174 -0.7390 0.03
H -0.6762 -3.9537 -1.1304 0.38
H -2.8353 -1.6058 -2.2521 0.34
H 2.8922 -3.9000 -3.6812 0.24
H 2.4602 -3.0586 -5.2061 0.15
H 4.0587 -3.8206 -5.0769 0.43
C -4.5156 -1.6814 1.1838 -1.60
C -3.7237 -0.3815 1.1929 -0.14
N -4.1482 0.5616 0.1747 0.27
C -3.2218 1.6713 0.0064 0.17
C -3.0357 2.6428 1.1785 -1.27
C -5.5566 0.9083 0.1787 -0.74
C -6.1426 1.5273 1.4556 -0.99
H -4.4773 -2.1573 0.2023 0.26
H -4.0901 -2.3745 1.9117 0.44
H -5.5618 -1.5276 1.4557 0.39
H -2.6756 -0.6330 1.0049 0.26
H -3.7640 0.0507 2.2054 0.26
H -3.5094 2.2401 -0.8819 0.43
H -2.2469 1.2435 -0.2385 -0.46
H -3.8808 3.3243 1.2825 0.31
H -2.1507 3.2585 1.0030 0.47
H -2.8875 2.1247 2.1271 0.26
H -6.1287 0.0053 -0.0523 0.42
H -5.7541 1.5760 -0.6639 0.37
H -5.8009 1.0167 2.3574 0.25
H -7.2330 1.4529 1.4322 0.38
H -5.8989 2.5849 1.5455 0.28
C 3.8368 4.2056 4.1215 -1.46
C 2.7860 3.3780 3.3941 -0.24
N 2.8860 1.9560 3.6557 0.20
C 2.0649 1.1475 2.7594 -0.92
C 0.5456 1.3054 2.8353 -0.22
C 2.8587 1.5687 5.0535 -0.70
C 1.6346 1.9679 5.8891 -0.97
H 4.8434 3.8575 3.8838 0.33
H 3.7589 5.2502 3.8142 0.44
H 3.7053 4.1765 5.2046 0.29
H 2.9278 3.5345 2.3215 0.42
H 1.7899 3.7786 3.6389 0.21
H 2.3185 0.0946 2.9044 0.27
H 2.3761 1.3718 1.7349 0.35
H 0.1290 0.8145 3.7157 0.14
H 0.0929 0.8335 1.9631 -0.03
H 0.2347 2.3525 2.8406 0.26
H 3.7480 1.9834 5.5383 0.40
H 2.9956 0.4861 5.1180 0.33
H 1.3221 2.9962 5.7004 0.24
H 1.8754 1.8903 6.9528 0.37
H 0.7855 1.3116 5.7071 0.29